Formula: C20H20N2O3S2
Source: the Open Molecules 2025 dataset
Level of theory: wB97M-V/def2-TZVPD

Last column: natural (NBO) charge in e.
Cartesian coordinates (Å):
C -3.791 -3.045 0.053  -0.622
C -2.472 -2.930 0.792  -0.070
O -2.077 -1.559 0.793  -0.505
C -0.831 -1.301 1.193  0.815
O -0.060 -2.167 1.573  -0.656
C -0.493 0.110 1.118  -0.283
C 0.781 0.561 1.421  0.085
N 1.829 -0.244 1.780  -0.637
C 3.095 0.241 1.850  0.689
O 3.320 1.436 1.817  -0.605
C 4.169 -0.807 1.878  -0.605
S 4.210 -1.653 0.229  0.245
C 3.379 -0.452 -0.759  -0.319
C 3.815 0.813 -1.039  0.016
N 2.845 1.489 -1.715  -0.515
C 1.760 0.674 -1.884  0.119
C 0.529 0.916 -2.478  -0.239
C -0.384 -0.117 -2.496  -0.208
C -0.084 -1.365 -1.943  -0.244
C 1.130 -1.612 -1.345  -0.212
C 2.065 -0.580 -1.303  -0.033
S 0.990 2.260 1.202  0.509
C -0.663 2.380 0.693  -0.233
C -1.312 1.189 0.695  0.001
C -2.716 1.337 0.213  -0.418
C -2.915 2.870 0.196  -0.382
C -1.506 3.507 0.208  -0.422
H -3.680 -2.689 -0.968  0.212
H -4.550 -2.444 0.547  0.213
H -4.113 -4.082 0.036  0.217
H -1.688 -3.525 0.310  0.192
H -2.566 -3.273 1.829  0.186
H 1.597 -1.241 1.787  0.462
H 3.968 -1.587 2.610  0.240
H 5.140 -0.348 2.060  0.241
H 4.743 1.282 -0.774  0.227
H 2.895 2.458 -1.980  0.417
H 0.298 1.878 -2.910  0.213
H -1.350 0.037 -2.953  0.211
H -0.827 -2.148 -1.991  0.210
H 1.363 -2.573 -0.911  0.229
H -2.810 0.906 -0.786  0.211
H -3.434 0.833 0.859  0.220
H -3.451 3.172 1.096  0.205
H -3.495 3.193 -0.666  0.208
H -1.197 3.813 -0.795  0.202
H -1.456 4.384 0.854  0.214

As for the SMILES: CCOC(=O)c1c(NC(=O)CSc2c[nH]c3ccccc23)sc2c1CCC2. The calculation puts the relative energy (zero: lowest compared OMol25 entry of this formula, charge and spin) at 0.000 eV. The value obtained for the electronic energy is -1905.80002 Eh.